No. 1
{
  "formula": "C42H51BaClFN3O6",
  "method": "wB97M-V/def2-TZVPD",
  "elements": ["Ba", "C", "C", "C", "C", "C", "C", "C", "C", "C", "C", "C", "C", "N", "C", "O", "C", "C", "C", "C", "C", "N", "C", "O", "N", "C", "C", "C", "C", "C", "C", "C", "C", "C", "C", "C", "C", "H", "H", "H", "H", "H", "H", "H", "H", "H", "H", "H", "H", "H", "H", "H", "H", "H", "H", "H", "H", "H", "H", "H", "H", "H", "H", "H", "H", "H", "H", "H", "H", "H", "H", "H", "H", "H", "Cl", "C", "C", "C", "C", "O", "C", "C", "O", "C", "H", "H", "H", "H", "C", "O", "C", "C", "O", "C", "H", "H", "H", "H", "H", "H", "H", "H", "H", "H", "F"],
  "xyz": [[-0.47, -1.38, 0.19], [-3.70, 2.02, 3.29], [-3.71, 1.78, 1.78], [-5.14, 1.59, 1.29], [-2.95, 2.89, 1.09], [-3.61, 4.00, 0.56], [-2.91, 5.07, 0.04], [-1.52, 5.03, 0.04], [-0.82, 3.93, 0.53], [0.69, 3.95, 0.49], [1.27, 4.81, 1.62], [1.23, 4.47, -0.85], [-1.54, 2.83, 1.06], [-0.92, 1.65, 1.52], [-0.39, 1.73, 2.74], [-0.45, 2.69, 3.54], [0.29, 0.48, 3.25], [0.32, 0.23, 4.62], [0.91, -0.95, 5.06], [1.49, -1.81, 4.15], [1.47, -1.47, 2.80], [0.87, -0.35, 2.39], [2.33, -2.31, 1.83], [3.09, -3.11, 2.39], [2.28, -2.00, 0.54], [3.45, -2.22, -0.20], [4.60, -1.44, 0.09], [5.75, -1.59, -0.66], [5.81, -2.47, -1.73], [4.68, -3.21, -2.03], [3.50, -3.11, -1.29], [2.34, -3.95, -1.80], [1.41, -4.58, -0.76], [1.53, -3.18, -2.85], [4.59, -0.40, 1.20], [5.49, -0.82, 2.36], [4.97, 0.99, 0.68], [-4.14, 1.16, 3.82], [-4.28, 2.91, 3.54], [-2.68, 2.17, 3.66], [-3.17, 0.86, 1.59], [-5.79, 2.43, 1.56], [-5.57, 0.69, 1.74], [-5.19, 1.47, 0.20], [-4.70, 4.03, 0.58], [-3.43, 5.93, -0.36], [-0.97, 5.87, -0.36], [1.04, 2.93, 0.64], [0.97, 5.86, 1.49], [2.36, 4.78, 1.62], [0.90, 4.46, 2.59], [1.02, 5.54, -0.97], [0.80, 3.95, -1.70], [2.32, 4.35, -0.89], [-0.12, 0.95, 5.29], [0.92, -1.18, 6.12], [1.98, -2.73, 4.45], [6.63, -0.99, -0.42], [6.72, -2.58, -2.31], [4.70, -3.90, -2.87], [2.82, -4.79, -2.32], [0.59, -3.93, -0.47], [1.94, -4.88, 0.14], [0.94, -5.47, -1.20], [0.96, -2.37, -2.40], [0.81, -3.84, -3.34], [2.19, -2.75, -3.61], [3.57, -0.32, 1.57], [6.53, -0.88, 2.05], [5.18, -1.79, 2.74], [5.43, -0.09, 3.18], [6.01, 1.02, 0.32], [4.88, 1.73, 1.48], [4.32, 1.29, -0.14], [-6.55, -5.31, -3.10], [-5.11, -4.37, -2.75], [-4.01, -4.42, -3.63], [-2.89, -3.70, -3.37], [-2.74, -2.87, -2.19], [-1.67, -2.25, -1.99], [-3.90, -2.82, -1.33], [-4.02, -1.96, -0.18], [-3.24, -1.12, 0.24], [-5.04, -3.59, -1.63], [-4.08, -5.03, -4.52], [-2.04, -3.72, -4.04], [-5.00, -2.07, 0.35], [-5.89, -3.54, -0.96], [1.65, 0.86, -1.99], [0.39, 0.25, -1.77], [-0.73, 1.13, -1.79], [-1.26, 1.37, -3.20], [-2.47, 0.70, -3.50], [-3.55, 1.14, -2.70], [1.86, 1.61, -1.22], [1.70, 1.33, -2.98], [2.39, 0.07, -1.92], [-0.46, 2.07, -1.30], [-1.52, 0.69, -1.16], [-0.54, 0.98, -3.92], [-1.39, 2.45, -3.37], [-3.65, 2.23, -2.72], [-3.44, 0.83, -1.65], [-4.45, 0.68, -3.10], [-1.04, -3.31, 1.39]],
  "lowdin_charge": [2.00, -0.05, -0.38, -0.09, -0.13, -0.06, -0.11, -0.06, -0.15, -0.37, -0.06, -0.09, -0.18, 0.09, -0.52, -0.04, -0.19, -0.01, -0.06, -0.01, -0.23, 0.03, -0.54, -0.01, -0.01, -0.18, -0.13, -0.07, -0.11, -0.07, -0.13, -0.37, -0.06, -0.06, -0.37, -0.06, -0.07, 0.08, 0.08, 0.06, 0.10, 0.06, 0.07, 0.07, 0.09, 0.08, 0.10, 0.12, 0.07, 0.07, 0.06, 0.06, 0.06, 0.07, 0.11, 0.10, 0.11, 0.10, 0.08, 0.10, 0.11, 0.01, 0.09, 0.08, 0.04, 0.08, 0.08, 0.11, 0.07, 0.07, 0.07, 0.06, 0.07, 0.07, 0.56, -0.69, -0.13, -0.01, -0.38, -0.21, -0.12, -0.23, -0.13, -0.09, 0.09, 0.11, 0.12, 0.10, -0.08, -0.37, -0.21, -0.18, -0.18, -0.10, 0.08, 0.09, 0.09, 0.10, 0.06, 0.13, 0.12, 0.09, 0.07, 0.09, -0.83],
  "homo_ev": -2.81,
  "max_force_ev_per_a": 0.6,
  "gap_ev": 6.8,
  "charge": -2,
  "e_above_lowest_kcal_mol": 16.4,
  "lumo_energy_ev": 3.997
}


No. 2
{
  "formula": "C42H51Cl76NO4SSi2",
  "method": "wB97M-V/def2-TZVPD",
  "elements": ["C", "C", "C", "C", "C", "Si", "O", "C", "C", "C", "C", "C", "C", "C", "O", "C", "O", "Si", "S", "C", "C", "C", "N", "O", "C", "C", "C", "C", "C", "C", "C", "H", "H", "H", "H", "H", "H", "H", "H", "H", "H", "H", "H", "H", "H", "H", "H", "H", "H", "H", "H", "H", "H", "H", "H", "H", "H", "H", "H", "H", "H", "H", "H", "H", "H", "H", "H", "H", "H", "H", "H", "H", "H", "H", "H", "H", "H", "H", "H", "H", "H", "H", "C", "Cl", "Cl", "Cl", "Cl", "C", "Cl", "Cl", "Cl", "Cl", "C", "Cl", "Cl", "Cl", "Cl", "C", "Cl", "Cl", "Cl", "Cl", "C", "Cl", "Cl", "Cl", "Cl", "C", "Cl", "Cl", "Cl", "Cl", "C", "Cl", "Cl", "Cl", "Cl", "C", "Cl", "Cl", "Cl", "Cl", "C", "Cl", "Cl", "Cl", "Cl", "C", "Cl", "Cl", "Cl", "Cl", "C", "Cl", "Cl", "Cl", "Cl", "C", "Cl", "Cl", "Cl", "Cl", "C", "Cl", "Cl", "Cl", "Cl", "C", "Cl", "Cl", "Cl", "Cl", "C", "Cl", "Cl", "Cl", "Cl", "C", "Cl", "Cl", "Cl", "Cl", "C", "Cl", "Cl", "Cl", "Cl", "C", "Cl", "Cl", "Cl", "Cl", "C", "Cl", "Cl", "Cl", "Cl"],
  "xyz": [[-2.72, -3.62, 2.90], [-1.20, -3.42, 2.92], [-0.74, -2.23, 2.07], [-1.25, -0.86, 2.54], [-0.86, -0.59, 4.01], [-0.67, 0.51, 1.38], [-1.70, 1.79, 1.54], [-0.63, -0.10, -0.37], [-0.73, 0.98, -1.48], [-1.95, 0.80, -2.42], [-1.54, 0.72, -3.90], [-1.13, 2.09, -4.43], [-2.36, 2.96, -4.79], [-2.18, 4.43, -4.50], [-1.50, 5.05, -5.58], [-1.51, 6.46, -5.53], [0.89, 0.86, 1.84], [1.41, 2.35, 2.30], [1.11, 3.71, 0.68], [3.20, 2.06, 2.80], [4.14, 3.24, 2.86], [5.01, 3.35, 4.10], [4.22, 4.05, 1.89], [0.51, 2.83, 3.58], [1.04, 3.72, 4.56], [1.06, 5.19, 4.11], [2.14, 5.92, 4.93], [-0.32, 5.80, 4.39], [-0.50, 7.31, 4.09], [0.25, 7.78, 2.84], [-0.21, 8.22, 5.30], [-2.97, -4.45, 3.55], [-3.28, -2.73, 3.17], [-2.99, -3.93, 1.89], [-0.81, -3.38, 3.94], [-0.76, -4.31, 2.47], [-1.09, -2.43, 1.05], [0.35, -2.21, 2.09], [-2.35, -0.87, 2.47], [-0.07, -1.25, 4.34], [-0.51, 0.43, 4.18], [-1.71, -0.74, 4.68], [-2.07, 1.85, 2.43], [0.32, -0.63, -0.48], [-1.40, -0.86, -0.54], [-0.78, 1.98, -1.04], [0.18, 0.95, -2.08], [-2.61, 1.66, -2.29], [-2.50, -0.10, -2.13], [-0.70, 0.02, -3.95], [-2.39, 0.32, -4.46], [-0.53, 2.62, -3.68], [-0.50, 1.96, -5.32], [-3.21, 2.62, -4.20], [-2.56, 2.82, -5.85], [-3.16, 4.90, -4.34], [-1.60, 4.58, -3.57], [-0.49, 6.84, -5.62], [-2.10, 6.87, -6.35], [-1.92, 6.84, -4.59], [1.87, 3.08, -0.23], [3.59, 1.26, 2.17], [3.12, 1.65, 3.81], [6.00, 2.99, 3.84], [5.13, 4.40, 4.37], [4.63, 2.79, 4.95], [4.91, 4.78, 2.08], [0.37, 3.64, 5.42], [2.03, 3.41, 4.91], [1.27, 5.25, 3.05], [1.72, 6.22, 5.90], [2.51, 6.81, 4.43], [2.99, 5.28, 5.15], [-0.60, 5.61, 5.43], [-1.06, 5.28, 3.77], [-1.56, 7.44, 3.87], [-0.20, 8.72, 2.50], [0.13, 7.07, 2.02], [1.30, 7.98, 3.03], [-0.87, 9.09, 5.30], [0.81, 8.60, 5.25], [-0.28, 7.69, 6.24], [-3.53, -6.51, -0.79], [-2.29, -7.43, 0.09], [-3.09, -4.81, -0.80], [-3.66, -7.09, -2.45], [-5.08, -6.73, 0.03], [8.54, 1.79, 1.26], [8.89, 1.54, -0.44], [9.90, 1.28, 2.26], [8.22, 3.51, 1.51], [7.11, 0.85, 1.71], [-4.99, -1.21, -6.56], [-3.67, -2.05, -5.73], [-4.60, 0.50, -6.70], [-5.21, -1.90, -8.17], [-6.47, -1.40, -5.63], [10.05, 4.59, 5.10], [9.91, 6.00, 6.15], [8.49, 3.76, 5.02], [10.49, 5.11, 3.47], [11.26, 3.48, 5.74], [-10.49, -1.39, -7.32], [-11.04, -3.07, -7.41], [-11.55, -0.36, -8.29], [-10.53, -0.84, -5.64], [-8.84, -1.30, -7.92], [-10.07, -5.15, -4.08], [-9.20, -6.34, -3.10], [-11.19, -4.25, -3.06], [-8.91, -4.03, -4.80], [-10.97, -5.99, -5.35], [-5.15, 1.82, 3.57], [-6.28, 2.68, 4.60], [-3.55, 1.79, 4.34], [-5.70, 0.16, 3.33], [-5.03, 2.63, 2.01], [0.32, -8.44, -3.96], [0.67, -6.96, -4.88], [1.81, -9.29, -3.60], [-0.49, -8.00, -2.45], [-0.76, -9.47, -4.92], [-2.18, -7.34, 5.15], [-0.99, -8.60, 5.47], [-3.75, -7.85, 5.78], [-1.68, -5.84, 5.95], [-2.30, -7.07, 3.41], [5.44, 5.71, 7.90], [5.50, 5.26, 9.61], [4.49, 7.19, 7.72], [7.07, 5.96, 7.28], [4.67, 4.41, 6.98], [9.89, 5.27, -3.19], [9.49, 4.50, -1.65], [8.65, 6.45, -3.61], [11.46, 6.07, -3.06], [9.97, 4.03, -4.45], [4.77, -4.90, -3.90], [5.73, -4.75, -5.38], [5.86, -5.01, -2.51], [3.74, -3.47, -3.73], [3.77, -6.34, -3.99], [4.53, 0.40, 8.61], [3.22, 1.30, 9.39], [5.06, -0.91, 9.66], [3.95, -0.26, 7.08], [5.88, 1.50, 8.31], [5.05, 1.36, -2.05], [5.48, -0.18, -1.28], [4.48, 2.49, -0.82], [6.47, 2.01, -2.88], [3.77, 1.08, -3.24], [-11.96, 0.59, -12.99], [-10.37, 1.00, -13.64], [-13.07, 1.94, -13.23], [-12.59, -0.84, -13.82], [-11.81, 0.24, -11.26], [5.48, -12.80, -2.99], [6.42, -14.25, -2.64], [6.34, -11.38, -2.38], [5.25, -12.64, -4.73], [3.90, -12.92, -2.19], [1.09, -14.00, -5.56], [2.03, -13.81, -7.04], [2.13, -14.68, -4.30], [0.47, -12.42, -5.07], [-0.27, -15.09, -5.85], [-8.34, 1.72, -1.04], [-7.51, 1.26, 0.44], [-10.04, 2.06, -0.70], [-7.57, 3.16, -1.72], [-8.23, 0.40, -2.21], [2.60, -5.46, 3.31], [3.98, -6.24, 4.08], [2.86, -3.71, 3.24], [2.41, -6.08, 1.66], [1.13, -5.79, 4.23]],
  "lowdin_charge": [-0.11, -0.28, -0.23, -0.36, -0.10, 0.35, -0.14, -0.19, -0.23, -0.19, -0.21, -0.19, -0.18, -0.25, -0.19, -0.11, -0.22, 0.07, 0.58, -0.17, -0.48, -0.11, 0.12, -0.19, -0.20, -0.33, -0.06, -0.15, -0.41, -0.07, -0.08, 0.01, 0.06, 0.03, 0.08, 0.08, 0.09, 0.10, 0.09, 0.07, 0.05, 0.06, -0.03, 0.09, 0.07, 0.07, 0.10, 0.10, 0.10, 0.11, 0.06, 0.10, 0.11, 0.10, 0.10, 0.12, 0.12, 0.08, 0.08, 0.08, -0.22, 0.09, 0.08, 0.03, 0.05, 0.03, 0.06, 0.13, 0.10, 0.09, 0.08, 0.08, 0.01, 0.11, 0.12, 0.12, 0.08, 0.08, 0.07, 0.07, 0.07, 0.07, -2.03, 0.48, 0.54, 0.52, 0.54, -2.02, 0.50, 0.54, 0.49, 0.53, -2.05, 0.54, 0.55, 0.53, 0.48, -2.03, 0.50, 0.51, 0.52, 0.54, -2.03, 0.52, 0.50, 0.51, 0.51, -2.05, 0.53, 0.53, 0.49, 0.51, -2.03, 0.54, 0.59, 0.53, 0.54, -2.02, 0.51, 0.52, 0.49, 0.51, -2.04, 0.53, 0.54, 0.52, 0.52, -2.01, 0.54, 0.55, 0.49, 0.56, -2.06, 0.48, 0.53, 0.53, 0.52, -2.06, 0.53, 0.52, 0.52, 0.49, -2.06, 0.52, 0.53, 0.51, 0.50, -2.03, 0.50, 0.55, 0.51, 0.52, -2.06, 0.52, 0.52, 0.52, 0.48, -2.06, 0.53, 0.53, 0.51, 0.49, -2.04, 0.52, 0.50, 0.49, 0.52, -2.06, 0.49, 0.53, 0.52, 0.51, -2.05, 0.53, 0.53, 0.53, 0.51],
  "homo_ev": -8.93,
  "max_force_ev_per_a": 1.1,
  "gap_ev": 8.9,
  "lumo_energy_ev": -0.058
}